Formula: C25H66AgMnN6O9
Source: the Open Molecules 2025 dataset
Level of theory: ωB97M-V with the def2-TZVPD basis set

Output
expectation value of S²	12.01
HOMO level (alpha / beta)	-13.291 / -13.495	eV
multiplicity	7
DFT total energy	-3295.15910	hartree
LUMO level (alpha / beta)	-4.67 / -9.20	eV
Kohn-Sham gap (alpha / beta)	8.62 / 4.30	eV
net charge	+2
ΔE to the lowest compared entry with this formula, charge and spin	0.0	kJ/mol

CARTESIAN COORDINATES (ANGSTROEM)
Ag1 2.65 -0.87 2.23
Mn1 1.61 1.63 -1.06
C1 0.47 0.27 0.74
O1 1.59 0.87 0.90
O2 -0.05 0.50 -0.33
O3 0.39 -0.72 1.46
C2 3.44 4.94 1.10
C3 2.50 3.87 0.52
C4 1.23 4.46 -0.03
O4 0.41 3.35 -0.48
C5 -0.89 3.71 -0.67
N1 3.14 3.09 -0.51
H1 4.33 4.50 1.55
H2 2.98 5.58 1.85
H3 3.82 5.62 0.33
H4 2.25 3.19 1.33
H5 1.48 5.08 -0.89
H6 0.77 5.08 0.74
H7 -1.42 2.77 -0.83
H8 -1.03 4.46 -1.44
H9 -1.26 4.17 0.25
H10 4.01 2.75 -0.13
H11 3.56 3.80 -1.09
C6 -3.16 -4.22 1.21
C7 -2.53 -2.88 1.59
C8 -3.00 -2.22 2.94
O5 -4.38 -1.78 2.85
C9 -4.94 -1.43 4.10
N2 -1.13 -3.13 1.68
H12 -4.23 -4.12 1.03
H13 -3.09 -4.88 2.08
H14 -2.75 -4.69 0.32
H15 -2.70 -2.14 0.81
H16 -2.44 -1.29 3.07
H17 -2.75 -2.88 3.77
H18 -6.03 -1.41 4.05
H19 -4.58 -0.47 4.47
H20 -4.75 -2.19 4.86
H21 -0.70 -2.22 1.57
H22 -0.91 -3.58 0.80
C10 -0.50 2.53 -4.64
C11 0.14 1.68 -3.65
C12 0.56 0.25 -4.19
O6 1.52 0.39 -5.21
C13 1.85 -0.83 -5.84
N3 1.27 2.36 -3.06
H23 -0.67 3.57 -4.36
H24 -1.46 2.08 -4.87
H25 0.14 2.55 -5.52
H26 -0.57 1.55 -2.84
H27 -0.40 -0.15 -4.51
H28 0.96 -0.41 -3.42
H29 2.10 -1.56 -5.07
H30 2.70 -0.66 -6.49
H31 1.09 -1.22 -6.51
H32 1.09 3.35 -3.06
H33 2.01 2.35 -3.74
C14 3.96 2.52 5.28
C15 3.46 1.20 4.67
C16 1.90 1.05 4.79
O7 1.53 -0.16 4.26
C17 0.20 -0.43 4.65
N4 3.72 1.04 3.25
H34 5.03 2.39 5.49
H35 3.57 2.68 6.29
H36 3.78 3.36 4.61
H37 3.96 0.39 5.20
H38 1.40 1.85 4.24
H39 1.74 1.09 5.87
H40 -0.04 -1.46 4.42
H41 -0.33 0.24 3.97
H42 0.10 -0.22 5.72
H43 4.62 1.44 3.05
H44 3.19 1.69 2.68
C18 -4.22 -1.92 -1.99
C19 -3.41 -0.60 -2.00
C20 -4.21 0.66 -2.48
O8 -4.42 0.60 -3.86
C21 -5.32 1.47 -4.45
N5 -2.78 -0.37 -0.67
H45 -3.75 -2.85 -1.68
H46 -4.72 -2.23 -2.90
H47 -5.00 -1.69 -1.26
H48 -2.59 -0.78 -2.69
H49 -3.67 1.58 -2.26
H50 -5.17 0.75 -1.98
H51 -5.02 2.51 -4.34
H52 -6.30 1.38 -3.99
H53 -5.39 1.17 -5.49
H54 -1.99 0.24 -0.82
H55 -2.26 -1.19 -0.39
C22 4.09 -4.27 0.30
C23 2.75 -3.59 -0.01
C24 1.59 -4.46 -0.60
O9 0.33 -3.85 -0.71
C25 0.20 -2.73 -1.55
N6 2.26 -2.92 1.19
H56 4.46 -4.95 -0.47
H57 3.94 -4.90 1.17
H58 4.85 -3.52 0.53
H59 2.79 -2.79 -0.75
H60 1.49 -5.36 0.00
H61 1.83 -4.75 -1.61
H62 -0.79 -2.29 -1.45
H63 0.48 -2.95 -2.59
H64 0.89 -1.95 -1.24
H65 1.28 -2.85 0.97
H66 2.29 -3.65 1.88

---

Formula: C25H66F12N8O26S4
Source: the Open Molecules 2025 dataset
Level of theory: ωB97M-V with the def2-TZVPD basis set

Output
HOMO level	-5.288	eV
multiplicity	1
DFT total energy	-6177.70187	hartree
LUMO level	3.33	eV
Kohn-Sham gap	8.61	eV
net charge	-2

CARTESIAN COORDINATES (ANGSTROEM)
C1 -25.98 -1.81 7.68
F1 -27.30 -1.78 7.90
F2 -25.35 -2.57 8.59
F3 -25.84 -2.36 6.47
S1 -25.18 -0.10 7.74
O1 -26.03 0.71 6.97
O2 -25.01 0.04 9.14
N1 -23.80 -0.37 7.09
S2 -23.32 0.07 5.67
O3 -23.64 -0.89 4.59
O4 -23.54 1.44 5.30
C2 -21.41 -0.10 5.87
F4 -20.68 0.38 4.82
F5 -21.10 0.49 6.99
F6 -21.09 -1.39 5.97
C3 -22.88 5.47 9.07
F7 -24.02 6.03 9.42
F8 -22.06 6.49 8.64
F9 -22.25 4.80 10.10
S3 -23.10 4.21 7.73
O5 -23.75 3.03 8.27
O6 -23.68 4.95 6.64
N2 -21.59 3.80 7.49
S4 -20.42 4.42 6.62
O7 -20.50 3.87 5.23
O8 -20.16 5.83 6.81
C4 -18.94 3.56 7.55
F10 -19.14 2.21 7.55
F11 -17.73 3.75 7.05
F12 -18.99 4.03 8.79
C5 -27.60 -2.04 3.64
O9 -28.76 -2.03 4.00
N3 -26.99 -0.90 3.17
N4 -26.80 -3.18 3.69
H1 -27.56 -0.08 3.39
H2 -26.00 -0.76 3.09
H3 -25.94 -3.07 3.18
H4 -27.25 -4.08 3.65
C6 -21.61 -3.91 9.61
O10 -21.82 -3.89 10.84
N5 -22.12 -2.92 8.73
N6 -21.02 -5.07 9.00
H5 -21.49 -2.69 7.97
H6 -22.69 -2.15 9.00
H7 -20.32 -5.54 9.58
H8 -20.66 -5.01 8.06
C7 -24.64 -6.27 7.62
O11 -25.55 -6.99 7.27
N7 -23.46 -6.34 7.02
N8 -24.85 -5.33 8.54
H9 -22.59 -6.13 7.49
H10 -23.40 -7.01 6.26
H11 -24.15 -4.77 9.01
H12 -25.83 -5.45 8.79
C8 -27.11 5.32 6.88
C9 -26.65 4.11 7.68
O12 -27.78 3.49 8.29
H13 -26.30 5.75 6.26
H14 -27.49 6.11 7.49
H15 -27.95 5.03 6.22
H16 -25.92 4.28 8.46
H17 -26.11 3.43 6.98
H18 -27.45 2.72 8.77
C10 -28.12 2.41 4.64
C11 -26.75 2.68 4.13
O13 -26.76 2.17 2.75
H19 -28.88 3.05 4.12
H20 -28.17 2.64 5.72
H21 -28.34 1.32 4.50
H22 -25.98 2.16 4.71
H23 -26.56 3.75 4.11
H24 -25.87 2.39 2.34
C12 -28.04 -3.19 10.54
C13 -28.72 -4.20 11.42
O14 -29.41 -3.41 12.42
H25 -27.33 -2.59 11.08
H26 -28.80 -2.56 10.10
H27 -27.54 -3.70 9.68
H28 -27.96 -4.79 11.90
H29 -29.42 -4.87 10.88
H30 -29.45 -3.98 13.20
C14 -23.89 2.34 12.02
C15 -24.50 1.42 13.07
O15 -23.94 0.12 12.79
O16 -22.52 2.84 12.35
H31 -24.49 3.20 11.68
H32 -23.78 1.64 11.19
H33 -25.57 1.39 12.97
H34 -24.28 1.72 14.09
H35 -24.56 -0.56 13.07
H36 -21.98 2.06 12.31
C16 -23.87 -5.27 3.95
C17 -23.15 -4.00 4.23
O17 -23.04 -3.24 3.05
O18 -22.92 -6.16 3.25
H37 -24.65 -5.04 3.24
H38 -24.28 -5.79 4.80
H39 -22.18 -4.24 4.70
H40 -23.78 -3.44 4.94
H41 -23.54 -2.48 3.31
H42 -22.70 -5.67 2.46
C18 -22.66 3.24 2.31
C19 -23.05 4.34 3.28
O19 -24.29 4.94 2.80
O20 -23.60 2.16 2.23
H43 -21.74 2.86 2.78
H44 -22.44 3.62 1.31
H45 -22.25 5.07 3.40
H46 -23.14 3.92 4.28
H47 -24.97 5.12 3.46
H48 -23.73 1.86 3.18
C20 -28.16 -4.99 6.04
C21 -28.84 -5.52 7.34
O21 -27.86 -6.01 8.25
O22 -27.67 -6.15 5.30
H49 -27.34 -4.32 6.33
H50 -28.79 -4.47 5.32
H51 -29.56 -6.32 7.10
H52 -29.32 -4.73 7.92
H53 -27.33 -6.72 7.84
H54 -26.85 -6.49 5.74
C22 -27.41 0.47 10.62
C23 -28.61 0.74 11.48
O23 -28.36 1.38 12.70
O24 -26.91 1.75 10.20
H55 -27.79 -0.07 9.73
H56 -26.63 -0.14 11.07
H57 -29.19 -0.18 11.57
H58 -29.27 1.39 10.88
H59 -28.19 2.30 12.48
H60 -25.94 1.61 9.97
C24 -18.56 2.22 2.56
C25 -18.17 0.75 2.61
O25 -17.23 0.43 1.59
O26 -19.08 2.53 1.25
H61 -17.66 2.81 2.65
H62 -19.28 2.45 3.35
H63 -19.11 0.21 2.45
H64 -17.72 0.35 3.54
H65 -17.36 1.00 0.82
H66 -19.95 2.10 1.17

---

Look up the DFT total energy of the second one.
-6177.70187 hartree